1.
# C27H34N5OPS2W

A molecular structure, C27H34N5OPS2W (ωB97M-V/def2-TZVPD, the Open Molecules 2025 dataset).

Each line ends with the Löwdin charge.
Geometry (Å):
W 0.228 -0.791 -0.114  0.9799
C -0.379 2.930 5.224  -0.0524
C -1.291 2.265 4.412  -0.0589
C -0.877 1.703 3.217  -0.1161
C 0.459 1.806 2.824  -0.3510
C 1.365 2.490 3.631  -0.0679
C 0.943 3.045 4.832  -0.0532
P 1.000 1.108 1.254  0.9487
C 2.663 1.719 0.940  -0.4379
C 3.725 1.059 1.555  -0.1159
C 5.027 1.468 1.317  -0.0565
C 5.275 2.530 0.457  -0.0551
C 4.220 3.184 -0.164  -0.0585
C 2.914 2.781 0.076  -0.0842
C -0.181 1.767 -0.016  -0.3835
C -0.521 3.124 -0.096  -0.0653
C -1.476 3.523 -1.009  -0.0350
C -2.117 2.586 -1.829  -0.0472
C -1.808 1.243 -1.741  -0.0998
C -0.835 0.826 -0.828  -0.3541
H -0.705 3.365 6.158  0.1161
H -2.328 2.186 4.709  0.1130
H -1.606 1.211 2.587  0.0631
H 2.399 2.596 3.333  0.1017
H 1.653 3.571 5.454  0.1162
H 3.548 0.226 2.226  0.1166
H 5.847 0.957 1.801  0.1155
H 6.291 2.852 0.276  0.1150
H 4.414 4.014 -0.829  0.1128
H 2.100 3.295 -0.417  0.0964
H -0.063 3.846 0.568  0.1240
H -1.748 4.566 -1.079  0.1206
H -2.875 2.926 -2.522  0.1171
H -2.325 0.518 -2.360  0.1037
N -0.786 -3.187 -3.579  0.2328
C -0.332 -2.706 -2.431  -0.4910
O -0.771 -1.617 -1.978  -0.1837
C 0.716 -3.435 -1.652  -0.1840
C 0.675 -2.889 -0.237  -0.3468
H -1.454 -2.663 -4.122  0.1352
H -0.436 -4.059 -3.942  0.1355
H 1.667 -3.212 -2.145  0.1100
H 0.567 -4.515 -1.723  0.1304
H 1.668 -2.908 0.243  0.0748
H 0.013 -3.481 0.397  0.0450
C -3.230 -3.248 3.393  -0.0135
N -3.367 -3.099 1.954  -0.1389
C -4.347 -3.892 1.202  -0.0734
C -4.175 -3.375 -0.238  -0.0899
N -2.940 -2.593 -0.131  0.0535
C -2.591 -2.405 1.141  -0.6601
S -1.314 -1.362 1.694  0.7167
H -3.036 -4.293 3.633  0.1056
H -4.150 -2.929 3.878  0.1056
H -2.403 -2.638 3.744  0.0600
H -5.346 -3.716 1.598  0.1355
H -4.113 -4.953 1.303  0.1350
H -5.002 -2.734 -0.546  0.1288
H -4.064 -4.186 -0.956  0.1237
H -2.560 -1.999 -0.855  0.1088
C 0.656 0.976 -4.870  -0.0310
N 0.891 0.396 -3.557  -0.0133
C 2.080 0.090 -3.066  -0.7466
N 3.170 0.278 -3.811  0.1400
S 2.332 -0.511 -1.472  0.7442
H -0.353 1.379 -4.886  0.0950
H 0.761 0.235 -5.663  0.1000
H 1.337 1.809 -5.047  0.0970
H 0.099 0.203 -2.960  0.0676
H 3.128 0.651 -4.745  0.1119
H 4.076 0.095 -3.412  0.1116

Atomic forces in eV per Å
W -0.20 0.49 0.50
C -0.05 -0.01 -0.01
C 0.05 0.01 0.02
C -0.05 0.04 -0.03
C 0.00 0.14 0.05
C 0.00 -0.05 0.08
C 0.04 -0.04 -0.06
P -0.03 -0.35 -0.13
C 0.03 0.15 -0.06
C 0.06 -0.04 0.02
C -0.03 0.03 -0.03
C -0.01 -0.02 0.02
C -0.02 -0.04 0.03
C 0.03 0.03 0.01
C 0.02 0.04 0.17
C 0.01 -0.06 0.03
C -0.03 -0.08 -0.03
C -0.04 0.05 -0.01
C 0.05 0.06 0.13
C 0.17 -0.20 -0.25
H -0.02 0.01 0.03
H -0.03 0.01 0.01
H 0.04 -0.03 -0.04
H 0.01 0.01 -0.01
H 0.01 0.02 0.02
H -0.06 -0.01 -0.01
H 0.03 -0.01 0.02
H 0.03 0.00 -0.01
H 0.00 0.03 -0.02
H -0.01 0.01 -0.01
H 0.02 0.01 0.01
H -0.01 0.04 0.00
H -0.01 -0.01 -0.02
H 0.01 0.00 -0.01
N 0.07 -0.02 -0.02
C -0.12 0.09 0.12
O -0.07 -0.24 -0.18
C -0.02 -0.10 -0.13
C 0.09 -0.05 0.11
H 0.00 -0.04 0.00
H -0.04 0.01 -0.04
H 0.01 0.01 0.07
H -0.01 0.02 0.01
H -0.03 -0.04 -0.05
H 0.05 0.01 -0.10
C -0.01 0.03 -0.08
N 0.05 0.00 -0.03
C -0.04 0.08 0.02
C -0.06 -0.02 -0.02
N 0.16 0.08 -0.05
C 0.10 0.10 0.20
S 0.01 -0.07 -0.31
H -0.01 -0.03 0.03
H -0.01 -0.01 0.04
H -0.01 0.00 0.02
H 0.00 -0.04 -0.03
H 0.01 0.00 -0.02
H 0.01 -0.04 0.01
H -0.03 0.03 0.01
H -0.05 -0.08 0.03
C -0.02 0.08 0.07
N 0.05 -0.09 0.03
C 0.06 -0.12 -0.14
N -0.10 0.04 -0.03
S -0.14 0.18 0.11
H -0.01 -0.04 -0.03
H 0.02 0.01 -0.02
H 0.00 0.01 -0.03
H 0.04 0.05 0.01
H 0.01 -0.01 0.00
H -0.01 -0.01 0.02

The energy above the lowest of the compared OMol25 structures with the same formula, charge and spin comes out at 0.0 kcal/mol. The value obtained for the frontier orbital gap (spin up / spin down) is 6.7 / 6.7 eV. Its HOMO energy (spin up / spin down) is -12.9 / -12.8 eV. Its total charge is +2. As for the energy: -2602.67188 hartree. Its LUMO energy (spin up / spin down) is -6.12 / -6.15 eV.

2.
# C4H7NO2

C4H7NO2 in the gas phase at a distorted geometry (ωB97M-V/def2-TZVPD, the Open Molecules 2025 dataset).

Each line ends with the Löwdin charge.
Geometry (Å):
C 0.615 1.077 0.546  0.0429
C -0.725 -0.980 0.295  -0.1328
C 0.660 -1.028 -0.401  -0.0617
C -1.007 0.484 0.433  -0.2937
N 1.363 0.259 -0.053  -0.3512
O 2.568 0.366 -0.243  -0.0466
O -1.532 1.156 -0.722  -0.0875
H 0.719 2.033 1.042  0.1237
H -1.482 -1.305 -0.408  0.1155
H -0.573 -1.518 1.250  0.1302
H 1.462 -1.806 -0.173  0.1586
H 0.474 -0.863 -1.422  0.1020
H -1.747 0.780 1.271  0.1612
H -0.795 1.344 -1.414  0.1392

Atomic forces in eV per Å
C -6.28 0.22 1.58
C 1.54 -0.47 -0.40
C 0.76 0.15 0.69
C 2.65 3.16 1.11
N -0.57 -0.74 1.31
O 2.34 -0.14 -0.93
O 1.37 -0.23 -1.51
H 1.02 -0.11 -0.51
H -0.23 -1.05 0.35
H -0.99 0.33 -0.40
H -1.59 0.73 -0.42
H 0.23 -0.67 -1.69
H 1.55 -0.55 -1.17
H -1.80 -0.63 1.99

Its SMILES is [O-][N+]1=C[C@@H](O)CC1. The energy above the lowest of the compared OMol25 structures with the same formula, charge and spin comes out at 102.8 kcal/mol. The value obtained for the frontier orbital gap is 9.6 eV. Its HOMO energy is -8.9 eV. As for the energy: -361.71703 hartree. Its LUMO energy is 0.76 eV.

3.
# C7H9N2

A gas-phase ion, C7H9N2 (charge +1) at a distorted geometry (ωB97M-V/def2-TZVPD, the Open Molecules 2025 dataset).

Each line ends with the Löwdin charge.
Geometry (Å):
C -3.525 1.301 0.127  0.2125
C -2.425 0.884 -0.112  -0.0177
C 0.803 -0.649 0.140  0.0446
C -1.066 0.518 -0.100  -0.2625
C 1.143 0.640 0.073  -0.2615
C 2.510 1.186 -0.006  0.0038
C -1.465 -1.946 -0.067  0.0452
N -0.619 -0.715 0.018  -0.0275
N -0.031 1.375 -0.102  0.2195
H -4.576 1.527 0.201  0.0715
H 1.484 -1.530 0.234  0.1652
H 2.915 1.737 -0.852  0.1044
H 2.542 1.764 0.821  0.0463
H 3.225 0.325 0.285  0.1366
H -0.851 -2.671 0.542  0.1263
H -2.540 -1.780 0.333  0.1287
H -1.773 -2.083 -1.065  0.0818
H 0.090 2.360 -0.157  0.1830

Atomic forces in eV per Å
C -0.45 -0.45 -0.51
C -0.33 0.50 0.43
C -0.93 -1.90 0.00
C -0.31 0.93 -0.11
C -0.28 0.07 -1.82
C 1.36 -2.96 -0.14
C -0.60 0.98 2.62
N 0.86 -0.40 0.12
N 1.77 -1.47 0.43
H 0.43 0.15 0.11
H -1.12 0.88 -0.15
H -0.63 -0.26 -0.32
H 0.76 2.56 2.70
H -1.04 1.33 -0.85
H -1.30 0.14 -1.30
H 2.09 0.05 0.42
H 0.84 -1.00 -1.50
H -1.11 0.82 -0.14

Its SMILES is C#Cc1[nH+]c(C)cn1C. The energy above the lowest of the compared OMol25 structures with the same formula, charge and spin comes out at 51.1 kcal/mol. The value obtained for the frontier orbital gap is 9.8 eV. Its HOMO energy is -13.6 eV. Its total charge is +1. As for the energy: -381.32233 hartree. Its LUMO energy is -3.80 eV.